12
Properties=species:S:1:pos:R:3:forces:R:3 method="wB97M-V/def2-TZVPD" e_tot_ha=-838.61186 gap_ev=9.1599 smiles="CC1=C[PH]#P=C1" total_charge=0 e_lumo_ev=0.35 e_homo_ev=-8.8 e_above_lowest_kcal_mol=27.8 spin_multiplicity=1
C 1.0862 -0.2005 -0.4194 2.780 1.518 -0.779
C -0.2693 -0.3044 0.0643 -3.235 0.953 3.920
C -1.5046 -0.2234 -0.4832 1.983 -0.313 -0.291
P -2.9843 -0.5043 0.5112 1.195 -1.976 -0.306
P -1.8669 -0.3790 2.3962 -1.743 -0.076 1.897
C -0.3651 -0.3758 1.8286 1.964 -0.335 -5.776
H 1.5769 -0.6308 0.4230 1.377 -0.524 0.163
H 1.6772 0.8210 -0.5677 -1.949 -1.582 0.404
H 1.3566 -0.7772 -1.3019 -0.361 -0.148 -0.081
H -1.5446 0.0348 -1.5421 -0.328 -0.332 0.053
H -3.2308 0.7882 0.4551 -1.062 2.607 0.200
H 0.6532 -0.4843 2.2069 -0.622 0.208 0.595

=====

12
Properties=species:S:1:pos:R:3:forces:R:3 method="wB97M-V/def2-TZVPD" e_tot_ha=-952.35645 gap_ev=9.1497 smiles="C1=CSCSC1" total_charge=0 e_lumo_ev=0.83 e_homo_ev=-8.3 e_above_lowest_kcal_mol=8.1 spin_multiplicity=1
C 0.4580 -0.8178 -0.8097 1.510 -0.017 -0.037
C -0.6476 -1.3550 -0.3543 -2.192 0.364 0.302
S -1.9049 -0.4943 0.6138 0.759 -0.531 -0.548
C -0.8276 0.8362 1.1649 0.125 -0.337 0.925
S -0.1039 1.8169 -0.1406 -0.332 0.295 0.001
C 1.0489 0.5529 -0.6403 -0.124 -0.517 2.116
H 1.1438 -1.4746 -1.3309 -0.103 -0.185 -0.255
H -0.9997 -2.3357 -0.6746 0.381 0.109 0.243
H -1.4171 1.4993 1.7917 -0.069 -0.006 0.055
H -0.0529 0.3481 1.8047 -0.370 0.616 -0.493
H 1.4423 0.8498 -1.5598 0.837 0.549 -1.472
H 1.8606 0.5742 0.1351 -0.422 -0.340 -0.837

=====

11
Properties=species:S:1:pos:R:3:forces:R:3 method="wB97M-V/def2-TZVPD" e_tot_ha=-445.19479 gap_ev="7.5361 / 8.6724" total_charge=0 e_lumo_ev="-0.80 / -0.54" e_homo_ev="-8.3 / -9.2" e_above_lowest_kcal_mol=150.7 spin_multiplicity=1
C -3.4028 -0.3128 -0.1287 2.107 0.875 0.243
C -2.2693 0.1417 -0.0326 -0.985 -0.790 -0.468
C -1.0063 0.5465 -0.1279 3.720 -3.987 1.192
C 0.6632 -0.7161 0.1940 -3.207 4.278 -0.737
Si 2.2825 0.1762 -0.0422 -0.756 -2.800 -1.561
H -4.3883 -0.5518 -0.0770 -2.103 -0.677 0.057
H -0.6664 1.5187 -0.1570 0.658 1.838 -0.282
H 0.5613 -1.4325 0.9834 -0.619 -0.495 0.102
H 2.9365 -0.9350 0.6124 1.211 0.030 0.639
H 2.6168 1.4986 0.2361 0.028 1.729 1.021
H 2.6730 0.0664 -1.4605 -0.054 -0.001 -0.207

=====

Summary of largest force on an atom in hartree/bohr
0.119, 0.044, 0.109
(order as listed above)